# 1
101
Properties=species:S:1:pos:R:3:forces:R:3 method="wB97M-V/def2-TZVPD" total_energy_ev=-106468.84987 relative_energy_kcal_mol=0.0 total_charge=+1 fmax_ev_per_a=0.34 lumo_energy_ev="-3.9 / -2.8" multiplicity=5 gap_ev="7.31 / 8.41"
Mn 0.541526 0.544605 -0.756946 0.0 0.1 -0.1
C 3.864755 1.922606 0.342181 0.0 0.0 0.0
C 3.967154 0.785575 1.343529 0.0 0.1 0.0
C 5.017770 -0.244676 0.910859 0.0 0.0 0.0
C 2.682588 0.093573 1.735687 0.0 -0.1 -0.1
C 2.638190 -0.750202 2.842838 0.0 0.0 0.0
C 1.369710 -1.281008 2.893203 0.0 0.0 0.0
C 1.017181 -2.452600 3.776775 0.0 0.0 0.0
C -0.193983 -2.360470 4.699482 0.0 0.0 0.0
C 0.990353 -3.713898 2.905183 0.0 0.0 0.0
N 0.665627 -0.732291 1.875661 0.1 -0.1 -0.1
N 1.483932 0.093527 1.137582 0.0 0.3 0.2
B -0.837574 -0.811978 1.541311 0.0 0.0 0.0
N -1.412413 0.641635 1.302167 0.1 0.0 0.0
N -1.200246 1.147131 0.043853 0.0 -0.1 0.0
C -2.095429 2.129585 -0.174892 0.0 0.0 0.1
C -2.833844 2.302244 0.984066 0.0 0.0 0.0
C -2.376345 1.362945 1.899527 -0.1 0.0 0.0
C -2.870864 1.305540 3.323121 0.0 0.0 0.0
C -2.070579 0.443030 4.285762 0.0 0.0 0.0
C -4.364334 0.971193 3.388624 0.0 0.0 0.0
C -2.301974 2.838335 -1.487148 0.0 0.0 0.0
C -2.051830 1.907081 -2.667644 0.0 0.0 0.0
C -3.711384 3.425947 -1.559678 0.0 0.0 0.0
N -1.070898 -1.581452 0.199284 0.0 0.0 0.0
N -0.312742 -1.252433 -0.886511 0.1 -0.1 0.0
C -0.601073 -2.106564 -1.881594 -0.1 0.0 0.0
C -1.589348 -2.973012 -1.430439 0.0 0.0 0.0
C -1.876577 -2.609200 -0.123968 0.0 0.0 0.0
C -2.973860 -3.215827 0.709995 0.0 0.0 0.0
C -3.957429 -2.165181 1.225014 0.0 0.0 0.0
C -2.491010 -4.131613 1.832538 0.0 0.0 0.0
C 0.051331 -2.107363 -3.238129 0.0 0.0 0.0
C -0.326702 -0.888334 -4.077198 0.0 0.0 0.0
C -0.284283 -3.389703 -3.996675 0.0 0.0 0.0
H 4.859474 2.337213 0.167844 0.0 0.0 0.0
H 3.219199 2.720549 0.704786 0.0 0.0 0.0
H 3.469616 1.582039 -0.615651 0.0 0.0 0.0
H 4.329164 1.218314 2.281687 0.0 0.0 0.0
H 4.713880 -0.774135 0.009025 0.0 0.0 0.0
H 5.174018 -0.998045 1.681939 0.0 0.0 0.0
H 5.970884 0.252798 0.725210 0.0 0.0 0.0
H 3.450502 -0.977275 3.513082 0.0 0.0 0.0
H 1.884133 -2.530887 4.438013 0.0 0.0 0.0
H -1.137632 -2.370463 4.163411 0.0 0.0 0.0
H -0.158626 -1.464159 5.318401 0.0 0.0 0.0
H -0.187287 -3.225412 5.364262 0.0 0.0 0.0
H 0.228894 -3.633700 2.129468 0.0 0.0 0.0
H 0.770394 -4.593729 3.511620 0.0 0.0 0.0
H 1.950308 -3.862831 2.410619 0.0 0.0 0.0
H -1.419398 -1.365790 2.404092 0.0 0.0 0.0
H -3.622010 3.014223 1.153689 0.0 0.0 0.0
H -2.768692 2.344225 3.654875 0.0 0.0 0.0
H -2.325458 -0.608123 4.176291 0.0 0.0 0.0
H -2.308465 0.730730 5.310255 0.0 0.0 0.0
H -0.994567 0.553750 4.141847 0.0 0.0 0.0
H -4.556062 -0.048622 3.055308 0.0 0.0 0.0
H -4.957046 1.645692 2.771273 0.0 0.0 0.0
H -4.713934 1.060092 4.417557 0.0 0.0 0.0
H -1.589733 3.664994 -1.543908 0.0 0.0 0.0
H -2.649617 0.996633 -2.586036 0.0 0.0 0.0
H -1.002440 1.621491 -2.733940 0.0 0.0 0.0
H -2.308551 2.403894 -3.604137 0.0 0.0 0.0
H -4.467003 2.643261 -1.471555 0.0 0.0 0.0
H -3.850948 3.925239 -2.518346 0.0 0.0 0.0
H -3.888065 4.162814 -0.776762 0.0 0.0 0.0
H -2.054052 -3.773599 -1.978499 0.0 0.0 0.0
H -3.512915 -3.846083 -0.002176 0.0 0.0 0.0
H -3.508404 -1.579259 2.025827 0.0 0.0 0.0
H -4.847901 -2.651938 1.624295 0.0 0.0 0.0
H -4.266968 -1.480958 0.433029 0.0 0.0 0.0
H -2.004382 -3.568790 2.625793 0.0 0.0 0.0
H -1.789093 -4.880016 1.463930 0.0 0.0 0.0
H -3.344525 -4.652761 2.267905 0.0 0.0 0.0
H 1.129875 -2.096186 -3.079154 0.0 0.0 0.0
H -1.408343 -0.824381 -4.210284 0.0 0.0 0.0
H 0.134995 -0.959892 -5.062814 0.0 0.0 0.0
H 0.018837 0.037347 -3.619884 0.0 0.0 0.0
H -1.348083 -3.439636 -4.237468 0.0 0.0 0.0
H -0.017101 -4.276943 -3.422919 0.0 0.0 0.0
H 0.267651 -3.414675 -4.936045 0.0 0.0 0.0
Cl 3.530852 -0.577169 -4.416387 0.0 0.0 0.0
C 4.032713 -0.751019 -2.705075 -0.1 0.0 -0.1
C 2.814616 -0.900962 -1.803875 0.0 0.0 0.0
O 2.686118 -1.841997 -1.066652 0.1 0.0 0.0
O 1.967244 0.110919 -1.916566 0.1 0.0 -0.1
H 4.587466 0.147931 -2.438605 0.0 0.0 0.0
H 4.665718 -1.627062 -2.626096 0.0 0.0 0.0
C 2.011834 5.655652 -1.941047 0.0 0.0 0.0
N 2.301810 4.455452 -2.711669 0.0 0.0 0.0
C 3.037163 4.397357 -3.884435 0.0 0.0 0.0
C 3.072662 3.105880 -4.269386 0.0 0.0 0.0
N 2.354623 2.395019 -3.331477 0.0 0.0 0.0
C 1.892687 3.216882 -2.383129 0.0 0.1 0.1
S 0.925747 2.889037 -1.003861 0.0 0.0 0.0
H 2.407193 6.511795 -2.479265 0.0 0.0 0.0
H 2.478373 5.592091 -0.959829 0.0 0.0 0.0
H 0.936228 5.766598 -1.818880 0.0 0.0 0.0
H 3.460585 5.279047 -4.329680 0.0 0.0 0.0
H 3.536481 2.625841 -5.111095 0.0 0.0 0.0
H 2.249973 1.384950 -3.266168 0.0 0.0 0.0



# 2
102
Properties=species:S:1:pos:R:3:forces:R:3 method="wB97M-V/def2-TZVPD" total_energy_ev=-98400.97911 total_charge=+2 fmax_ev_per_a=1.69 lumo_energy_ev=-5.0 multiplicity=1 gap_ev=7.86
Sr -0.652966 0.587972 -0.489622 1.3 -0.2 1.1
C 3.331634 0.745473 -3.304418 0.0 0.1 -0.1
C 3.254141 1.001413 -1.840863 0.2 0.3 0.2
C 3.849455 2.068182 -1.233675 -0.3 -0.5 0.1
C 3.707641 2.225780 0.172231 0.0 -0.2 -0.1
N 3.150720 1.296293 0.888293 0.4 0.5 0.5
N 2.600942 0.219152 0.327753 0.0 0.5 -1.1
B 2.219284 -0.828001 1.372231 -0.2 0.0 0.2
N 2.991377 -2.155824 1.206486 -0.9 -0.9 -0.2
N 4.244344 -2.511684 1.167137 0.9 0.3 0.0
C 4.510861 -3.791900 1.005987 -0.2 0.1 0.0
C 3.474377 -4.745655 0.842195 -0.6 0.4 0.1
C 2.147778 -4.366645 0.892382 0.5 0.1 0.0
C 0.969624 -5.257603 0.758284 -0.1 -0.1 0.0
C 1.958183 -2.990802 1.096549 0.4 -0.2 -0.2
S 0.591953 -1.959167 1.273001 -0.7 0.2 0.5
C 5.961240 -4.210551 1.018157 0.3 0.0 0.0
C 6.353318 -4.768750 -0.357064 -0.1 0.1 0.2
C 6.166255 -5.302709 2.079633 -0.1 0.2 -0.1
C 6.851486 -3.013778 1.346923 -0.1 -0.2 0.0
N 2.303119 -0.231052 2.760893 -0.5 0.8 0.8
N 3.313112 -0.683823 3.487075 0.6 -0.4 -0.1
C 3.558878 -0.203222 4.674651 -0.4 0.2 0.1
C 2.729383 0.805343 5.223567 -0.3 -0.1 -0.5
C 1.666878 1.273755 4.498392 0.4 -0.3 0.0
C 0.747471 2.324399 5.009662 0.0 0.1 0.1
C 1.451705 0.727199 3.194317 0.2 -0.2 0.2
S 0.152821 1.329537 2.285506 -0.4 -0.1 -0.7
C 4.791938 -0.757821 5.350771 0.3 -0.1 0.0
C 4.775922 -2.286885 5.244193 0.0 0.2 0.0
C 4.902699 -0.341413 6.816184 -0.1 0.0 -0.2
C 5.994146 -0.208313 4.566738 -0.1 -0.1 0.1
C 2.511344 0.087141 -1.023955 0.1 0.0 0.4
S 1.522772 -1.086507 -1.716874 -0.4 -0.4 -0.5
C 4.145883 3.476851 0.896930 0.0 0.2 0.2
C 3.157002 4.574784 0.472387 0.1 -0.1 0.2
C 5.580384 3.856424 0.516210 -0.2 -0.1 0.0
C 4.053263 3.272842 2.411079 0.0 0.0 -0.2
H 3.830790 1.560518 -3.817957 0.1 0.1 0.0
H 2.333284 0.604473 -3.718707 0.0 0.1 0.0
H 3.874686 -0.180974 -3.491295 0.0 -0.1 0.0
H 4.424878 2.770388 -1.814614 0.0 0.2 -0.1
H 3.731951 -5.781639 0.679034 0.0 -0.1 0.0
H 1.247390 -6.266577 0.469319 0.0 0.0 0.0
H 0.282306 -4.843808 0.021119 -0.1 -0.1 -0.1
H 0.436013 -5.299653 1.707708 -0.1 -0.1 0.1
H 5.760648 -5.640447 -0.627602 0.0 -0.1 -0.1
H 7.397016 -5.067069 -0.316590 0.1 -0.1 -0.1
H 6.242007 -4.012709 -1.131197 0.0 0.1 -0.1
H 5.670078 -6.232057 1.813342 -0.1 -0.1 0.0
H 5.799430 -4.979753 3.051536 0.0 0.0 0.1
H 7.229838 -5.507107 2.166318 0.1 -0.1 0.0
H 6.729309 -2.229373 0.606962 0.0 0.2 0.0
H 7.890612 -3.329356 1.358091 0.1 0.0 0.0
H 6.598522 -2.610264 2.323090 0.0 0.1 0.1
H 2.913742 1.202424 6.207764 0.1 0.0 0.1
H 1.108321 2.735573 5.947157 0.0 0.0 0.1
H -0.248750 1.908199 5.163953 0.0 0.0 0.0
H 0.646661 3.121299 4.273395 0.0 0.1 0.1
H 3.934872 -2.700017 5.796073 -0.1 -0.1 0.1
H 5.695171 -2.692534 5.656910 0.1 -0.1 0.1
H 4.694788 -2.585631 4.203161 0.0 -0.1 -0.1
H 4.021017 -0.633179 7.381582 -0.1 0.0 0.1
H 5.051945 0.730507 6.915003 0.0 0.2 0.1
H 5.762617 -0.834271 7.261719 0.1 0.0 0.0
H 5.972841 -0.581286 3.545907 0.0 0.0 -0.1
H 6.918306 -0.522139 5.042734 0.2 0.0 0.0
H 5.971567 0.879432 4.542480 0.1 0.1 0.0
H 3.215153 4.767383 -0.596170 0.0 0.0 -0.2
H 3.370942 5.498258 1.003319 0.1 0.1 0.1
H 2.139784 4.267037 0.714333 0.0 0.0 0.0
H 5.670077 4.112252 -0.536065 0.1 0.0 -0.1
H 6.258146 3.035696 0.735259 0.2 -0.1 0.0
H 5.899550 4.718181 1.095204 0.0 0.1 0.0
H 3.032195 3.043656 2.700861 -0.1 0.0 0.1
H 4.360173 4.177618 2.927961 0.1 0.1 0.0
H 4.696066 2.454662 2.726467 0.1 -0.1 0.1
S 0.172553 3.397374 -1.251672 0.4 -0.7 0.1
C -0.892663 4.684126 -1.317979 -0.1 0.0 -0.2
N -0.555005 5.885117 -1.779624 -0.1 0.0 0.2
C -1.683110 6.797372 -1.833534 -0.2 0.4 -0.1
C -2.785415 6.000855 -1.109328 -0.4 0.3 0.0
N -2.197128 4.671417 -0.991728 0.1 0.0 0.0
H 0.349368 6.104239 -2.161009 0.0 -0.2 0.0
H -1.942429 7.013764 -2.872983 0.0 0.0 0.1
H -1.450128 7.737623 -1.332542 -0.1 -0.1 0.0
H -3.712586 5.952403 -1.683833 0.1 0.1 0.1
H -3.008489 6.418290 -0.124761 0.0 0.0 -0.1
H -2.594591 3.975097 -0.379272 0.2 0.1 -0.2
C -1.626039 2.222528 -4.278161 -0.1 -0.2 0.0
Sb -2.149157 0.458640 -3.174313 -0.6 0.1 -1.2
C -4.159850 0.970560 -2.637436 0.1 0.0 -0.2
C -2.496673 -0.871457 -4.821873 0.0 0.2 0.4
H -2.284156 2.311673 -5.136138 -0.1 0.0 -0.1
H -0.597312 2.144129 -4.623078 0.0 0.0 0.0
H -1.721204 3.106491 -3.652291 0.0 0.0 0.1
H -4.698298 1.361437 -3.495815 0.0 0.1 0.0
H -4.147835 1.717646 -1.846292 -0.1 0.1 0.0
H -4.662623 0.079036 -2.275553 -0.1 -0.1 0.1
H -3.388545 -0.541980 -5.347252 0.0 0.0 0.0
H -2.634399 -1.885815 -4.461213 0.0 -0.1 0.0
H -1.636788 -0.830594 -5.484828 0.0 0.0 0.0